Here is 2 unconnected molecules or ions with the total composition C37H71N5O5P from the OMol25 dataset. Energies are from ωB97M-V with the def2-TZVPD basis set.

Each line ends with the Löwdin charge.
Positions of all 119 atoms, in Å:
1 C -1.434 6.149 -4.106  -0.11
2 C -1.233 4.676 -4.764  -0.19
3 C -0.898 3.534 -3.649  -0.17
4 O -1.423 2.241 -4.080  -0.06
5 C -2.050 1.529 -3.033  -0.15
6 C -2.043 -0.029 -3.080  0.11
7 N -2.811 -0.368 -1.872  -0.06
8 C -3.024 -1.829 -1.632  -0.08
9 C -2.675 -2.309 -0.141  -0.18
10 O -2.330 -3.737 -0.071  -0.16
11 C -3.005 -4.212 1.125  -0.18
12 C -2.490 -5.664 1.628  -0.14
13 O -3.104 -5.850 2.963  -0.14
14 C -1.999 -5.611 3.878  -0.23
15 C -1.553 -4.207 4.372  0.00
16 C -0.319 -3.997 5.333  0.00
17 C 0.496 -5.249 5.834  -0.12
18 C 1.796 -5.007 6.782  -0.45
19 C 1.204 -5.128 8.311  -0.06
20 C 2.334 -3.501 6.650  -0.09
21 C 2.909 -6.155 6.656  -0.13
22 C 3.916 -6.038 5.416  -0.52
23 C 4.536 -7.540 5.198  -0.08
24 C 3.244 -5.642 4.011  -0.08
25 C 5.185 -5.079 5.641  -0.08
26 C 0.009 -6.641 5.345  -0.01
27 C -1.217 -6.856 4.396  0.03
28 C -3.258 0.783 -1.132  -0.08
29 C -4.145 0.798 0.194  -0.10
30 C -3.336 0.509 1.555  -0.19
31 C -4.034 1.267 2.822  -0.20
32 C -5.584 0.873 3.024  -0.21
33 C -5.861 -0.091 4.299  -0.17
34 C -6.907 0.642 5.285  -0.22
35 O -6.315 1.111 6.521  -0.23
36 C -5.095 1.878 6.259  -0.10
37 N -2.781 1.966 -1.860  0.17
38 H -1.208 6.123 -2.980  0.07
39 H -0.772 6.915 -4.664  0.08
40 H -2.527 6.484 -4.288  0.08
41 H -0.335 4.652 -5.497  0.10
42 H -2.214 4.429 -5.311  0.11
43 H -1.283 3.899 -2.637  0.10
44 H 0.255 3.435 -3.588  0.15
45 H -1.599 -0.750 -3.835  0.15
46 H -4.102 -2.093 -1.925  0.15
47 H -2.300 -2.384 -2.338  0.14
48 H -3.652 -2.209 0.471  0.10
49 H -1.853 -1.695 0.378  0.14
50 H -2.750 -3.482 1.990  0.11
51 H -4.149 -4.298 0.983  0.15
52 H -2.747 -6.515 0.911  0.14
53 H -1.345 -5.643 1.757  0.14
54 H -2.127 -3.265 4.034  0.08
55 H -0.082 -2.919 5.613  0.09
56 H 1.219 -6.237 8.593  0.09
57 H 0.083 -4.839 8.236  0.09
58 H 1.744 -4.441 9.048  0.09
59 H 3.269 -3.421 7.323  0.09
60 H 1.568 -2.761 7.107  0.09
61 H 2.630 -3.180 5.596  0.08
62 H 2.371 -7.174 6.693  0.10
63 H 3.549 -6.115 7.624  0.14
64 H 5.402 -7.685 5.956  0.09
65 H 5.009 -7.674 4.162  0.08
66 H 3.721 -8.342 5.385  0.08
67 H 4.013 -5.643 3.147  0.09
68 H 2.621 -4.686 4.063  0.07
69 H 2.503 -6.497 3.749  0.09
70 H 5.663 -4.922 4.595  0.09
71 H 4.945 -4.034 6.033  0.06
72 H 6.018 -5.537 6.289  0.08
73 H 0.579 -7.568 5.680  0.09
74 H -1.471 -7.937 4.100  0.11
75 H -4.576 1.868 0.292  0.13
76 H -5.037 0.102 0.032  0.13
77 H -2.219 0.757 1.510  0.12
78 H -3.407 -0.615 1.813  0.09
79 H -3.834 2.400 2.804  0.12
80 H -3.473 0.857 3.752  0.11
81 H -6.164 1.871 3.104  0.11
82 H -6.045 0.331 2.110  0.10
83 H -4.906 -0.457 4.818  0.11
84 H -6.393 -1.048 3.917  0.11
85 H -7.716 -0.135 5.580  0.13
86 H -7.481 1.509 4.788  0.13
87 H -4.848 2.571 7.132  0.10
88 H -5.180 2.469 5.280  0.09
89 H -4.244 1.090 6.205  0.09
90 H -2.934 2.961 -1.622  0.17
91 O 2.413 5.436 -6.064  -0.33
92 P 3.066 5.863 -7.396  0.76
93 N 3.441 4.217 -7.763  -0.32
94 C 4.632 3.668 -8.390  -0.13
95 C 2.281 3.365 -8.039  -0.14
96 N 4.433 6.571 -6.608  -0.34
97 C 5.813 6.153 -6.787  -0.14
98 C 4.262 7.014 -5.224  -0.15
99 N 3.776 6.361 -8.945  -0.27
100 C 3.909 7.838 -9.059  -0.13
101 C 2.954 5.980 -10.117  -0.13
102 H 4.729 3.926 -9.450  0.07
103 H 4.637 2.575 -8.332  0.08
104 H 5.545 3.956 -7.882  0.05
105 H 1.864 3.553 -9.034  0.06
106 H 1.483 3.537 -7.312  0.05
107 H 2.529 2.302 -7.971  0.08
108 H 6.029 5.231 -6.237  0.08
109 H 6.501 6.923 -6.421  0.08
110 H 6.076 6.028 -7.839  0.07
111 H 4.301 6.170 -4.526  0.08
112 H 3.312 7.535 -5.094  0.07
113 H 5.040 7.728 -4.936  0.08
114 H 2.938 8.332 -8.946  0.08
115 H 4.331 8.114 -10.030  0.09
116 H 4.588 8.259 -8.319  0.07
117 H 1.920 6.319 -10.006  0.09
118 H 2.943 4.904 -10.283  0.06
119 H 3.363 6.405 -11.039  0.09

Values from the calculation:
spin multiplicity	1
E	-2442.95044	Eh
HOMO	-9.687	eV
total charge	+1
HOMO-LUMO gap	6.85	eV
E_LUMO	-2.84	eV


Here is 11 unconnected molecules or ions with the total composition C37H72O16S3 from the OMol25 dataset. Energies are from ωB97M-V with the def2-TZVPD basis set.

Each line ends with the Löwdin charge.
Positions of all 128 atoms, in Å:
1 C 0.914 3.134 -0.943  0.01
2 C -0.078 4.034 -1.651  -0.31
3 C -1.470 4.046 -1.014  -0.06
4 O -1.808 5.458 -1.074  0.06
5 C -0.722 6.196 -1.355  -0.56
6 O -0.696 7.376 -1.472  0.17
7 O 0.350 5.381 -1.508  0.09
8 H 0.519 2.156 -0.660  0.07
9 H 1.218 3.652 -0.031  0.11
10 H 1.804 2.942 -1.539  0.06
11 H -0.136 3.737 -2.704  0.15
12 H -1.495 3.632 -0.002  0.11
13 H -2.374 3.675 -1.491  0.08
14 C 4.202 -5.208 -0.535  -0.01
15 C 3.456 -4.058 -1.145  -0.48
16 O 3.903 -2.934 -1.207  0.06
17 C 2.090 -4.387 -1.693  -0.02
18 H 3.589 -5.831 0.106  0.08
19 H 5.103 -4.832 -0.049  0.08
20 H 4.622 -5.792 -1.364  0.09
21 H 2.246 -5.029 -2.568  0.09
22 H 1.465 -3.545 -1.977  0.05
23 H 1.535 -4.983 -0.964  0.08
24 C -4.588 3.450 -2.620  -0.02
25 C -4.066 2.067 -2.374  -0.50
26 O -4.600 1.333 -1.570  0.07
27 C -2.827 1.605 -3.079  -0.03
28 H -5.681 3.509 -2.589  0.09
29 H -4.392 3.848 -3.618  0.09
30 H -4.300 4.209 -1.891  0.09
31 H -3.012 0.594 -3.460  0.09
32 H -1.979 1.474 -2.409  0.06
33 H -2.579 2.156 -3.985  0.08
34 C -3.176 -4.086 -1.293  0.00
35 C -3.010 -3.692 0.163  -0.46
36 O -1.970 -3.197 0.544  0.02
37 C -4.219 -3.751 1.061  0.01
38 H -4.107 -4.633 -1.448  0.08
39 H -2.367 -4.743 -1.610  0.09
40 H -3.205 -3.174 -1.887  0.09
41 H -4.960 -2.996 0.798  0.08
42 H -3.875 -3.746 2.094  0.09
43 H -4.738 -4.711 0.944  0.09
44 C -7.534 0.409 2.648  -0.01
45 C -6.660 -0.554 1.880  -0.48
46 O -7.099 -1.564 1.379  0.06
47 C -5.204 -0.186 1.730  -0.03
48 H -8.472 0.609 2.126  0.09
49 H -7.022 1.349 2.843  0.07
50 H -7.867 0.005 3.608  0.09
51 H -4.540 -0.702 2.425  0.09
52 H -5.067 0.894 1.718  0.08
53 H -4.904 -0.548 0.742  0.07
54 C 0.622 -2.490 2.992  -0.01
55 C 0.366 -3.837 2.379  -0.47
56 O 1.201 -4.373 1.676  0.04
57 C -0.956 -4.530 2.599  -0.02
58 H 0.275 -1.641 2.401  0.02
59 H 1.701 -2.396 3.078  0.06
60 H 0.208 -2.476 4.002  0.09
61 H -1.409 -4.228 3.547  0.08
62 H -0.837 -5.606 2.512  0.09
63 H -1.706 -4.221 1.865  0.02
64 C 0.338 -1.194 -0.398  0.01
65 C -0.609 -0.571 0.606  -0.45
66 O -0.218 -0.353 1.735  0.02
67 C -1.934 -0.054 0.116  0.00
68 H -0.184 -1.875 -1.074  0.07
69 H 1.011 -1.809 0.199  0.07
70 H 0.825 -0.432 -1.003  0.07
71 H -1.763 0.995 -0.138  0.08
72 H -2.664 -0.203 0.908  0.06
73 H -2.289 -0.552 -0.784  0.08
74 C 0.852 0.394 -5.828  -0.01
75 C 0.693 -0.392 -4.545  -0.50
76 O 0.443 0.144 -3.486  0.04
77 C 0.754 -1.893 -4.634  -0.01
78 H 0.521 1.422 -5.693  0.08
79 H 0.201 -0.052 -6.581  0.08
80 H 1.901 0.389 -6.128  0.09
81 H 1.794 -2.181 -4.409  0.10
82 H 0.517 -2.305 -5.608  0.08
83 H 0.254 -2.327 -3.768  0.07
84 C -1.431 3.181 5.670  -0.21
85 C -0.877 2.153 4.651  -0.21
86 C -2.035 1.878 3.719  -0.23
87 S -2.752 3.497 3.392  0.66
88 O -4.183 3.386 3.237  -0.33
89 O -1.948 4.124 2.363  -0.32
90 C -2.305 4.221 4.951  -0.22
91 H -0.626 3.688 6.202  0.11
92 H -2.002 2.667 6.447  0.11
93 H -0.468 1.294 5.176  0.12
94 H -0.039 2.624 4.132  0.12
95 H -2.830 1.337 4.243  0.11
96 H -1.894 1.410 2.746  0.08
97 H -3.218 4.497 5.473  0.10
98 H -1.726 5.119 4.744  0.11
99 C 3.516 -1.168 1.468  -0.24
100 C 5.015 -1.501 1.510  -0.21
101 C 5.841 -0.581 2.406  -0.19
102 S 4.701 0.817 2.713  0.68
103 O 4.744 1.715 1.580  -0.32
104 O 4.845 1.272 4.073  -0.33
105 C 3.202 -0.195 2.585  -0.22
106 H 2.885 -2.053 1.410  0.08
107 H 3.267 -0.692 0.512  0.09
108 H 5.328 -1.632 0.477  0.09
109 H 5.099 -2.499 1.950  0.11
110 H 6.777 -0.180 2.030  0.11
111 H 5.976 -1.034 3.384  0.10
112 H 2.324 0.437 2.465  0.10
113 H 3.115 -0.705 3.548  0.10
114 C 3.559 0.742 -2.499  -0.22
115 C 3.908 2.082 -3.195  -0.21
116 C 5.300 1.919 -3.801  -0.21
117 S 6.209 0.748 -2.750  0.68
118 O 7.141 1.437 -1.895  -0.32
119 O 6.702 -0.348 -3.552  -0.33
120 C 4.772 0.335 -1.722  -0.23
121 H 3.385 0.011 -3.297  0.11
122 H 2.642 0.874 -1.931  0.08
123 H 3.913 2.883 -2.454  0.11
124 H 3.159 2.294 -3.957  0.11
125 H 5.962 2.784 -3.775  0.10
126 H 5.263 1.488 -4.800  0.10
127 H 4.912 0.965 -0.838  0.09
128 H 4.745 -0.691 -1.357  0.07

Values from the calculation:
spin multiplicity	1
E	-3851.33183	Eh
HOMO	-9.474	eV
relative energy (zero: lowest compared OMol25 entry of this formula, charge and spin)	0.0	kJ/mol
total charge	0
SMILES	C[C@H]1COC(=O)O1.O=S1(=O)CCCC1.O=S1(=O)CCCC1.O=S1(=O)CCCC1.CC(C)=O.CC(C)=O.CC(C)=O.CC(C)=O.CC(C)=O.CC(C)=O.CC(C)=O
HOMO-LUMO gap	9.54	eV
E_LUMO	0.07	eV


Here is a molecular structure, C37H74BF4IN2O19S5 from the OMol25 dataset. Energies are from ωB97M-V with the def2-TZVPD basis set.

Each line ends with the Löwdin charge.
Positions of all 143 atoms, in Å:
1 C 7.216 -0.348 0.822  -0.05
2 C 6.744 -1.070 -0.429  -0.42
3 O 7.395 -2.351 -0.456  -0.05
4 C 5.236 -1.280 -0.427  -0.19
5 N 4.663 -1.177 -1.768  -0.06
6 C 3.280 -0.699 -1.726  -0.22
7 C 2.364 -1.866 -1.292  -0.22
8 O 1.201 -1.915 -2.103  -0.10
9 C 0.083 -2.554 -1.539  -0.38
10 C 0.472 -3.834 -0.800  -0.04
11 C -0.682 -4.849 -0.590  -0.39
12 C -2.027 -4.531 -1.212  -0.03
13 O -0.297 -6.133 -1.118  -0.05
14 O -0.677 -1.797 -0.619  -0.11
15 C -1.250 -0.582 -0.905  -0.63
16 I 0.320 0.949 -0.560  1.22
17 C -2.393 -0.387 0.189  -0.40
18 C -2.890 1.063 0.119  -0.14
19 C -2.471 1.981 1.285  -0.32
20 N -2.767 3.354 0.910  0.02
21 C -1.766 -0.756 1.560  -0.11
22 C -1.961 -2.244 1.961  -0.14
23 C -0.799 -2.604 2.923  -0.17
24 C -0.796 -1.769 4.183  -0.25
25 O -2.024 -1.978 4.884  -0.06
26 O -3.308 -1.406 -0.174  0.00
27 C -4.635 -1.456 0.238  -0.30
28 O -4.928 -2.847 0.362  0.04
29 B -5.107 -0.850 1.674  -0.56
30 O -5.283 -1.691 2.765  0.17
31 O -5.418 0.480 1.864  0.18
32 C -5.697 -1.047 -0.845  -0.43
33 F -5.452 -1.803 -1.906  0.15
34 F -5.660 0.247 -1.153  0.15
35 C -7.146 -1.391 -0.391  -0.29
36 F -7.843 -1.733 -1.500  0.09
37 F -7.762 -0.320 0.103  0.12
38 S -1.868 -0.302 -2.638  0.64
39 C -1.263 1.239 -3.345  -0.22
40 O -3.291 -0.123 -2.670  -0.28
41 O -1.493 -1.329 -3.578  -0.29
42 H 7.025 0.721 0.757  0.08
43 H 6.750 -0.763 1.711  0.08
44 H 8.291 -0.483 0.919  0.08
45 H 7.064 -0.511 -1.310  0.14
46 H 7.885 -2.421 -1.282  0.09
47 H 4.776 -0.594 0.294  0.10
48 H 5.076 -2.287 -0.041  0.13
49 H 5.179 -0.471 -2.281  0.10
50 H 3.178 0.103 -0.991  0.05
51 H 2.945 -0.402 -2.717  0.12
52 H 2.983 -2.761 -1.347  0.12
53 H 2.113 -1.686 -0.244  0.11
54 H -0.446 -2.917 -2.409  0.13
55 H 1.255 -4.354 -1.338  0.13
56 H 0.873 -3.602 0.185  0.12
57 H -0.834 -5.013 0.481  0.13
58 H -2.823 -5.115 -0.759  0.09
59 H -2.329 -3.489 -1.163  0.07
60 H -2.006 -4.821 -2.261  0.10
61 H 0.528 -6.350 -0.665  0.09
62 H -2.588 1.596 -0.777  0.07
63 H -3.970 1.138 0.110  0.11
64 H -3.127 1.740 2.126  0.09
65 H -1.448 1.811 1.623  0.06
66 H -2.242 3.633 0.089  0.06
67 H -2.554 3.971 1.683  0.07
68 H -0.697 -0.586 1.591  0.08
69 H -2.273 -0.229 2.364  0.11
70 H -1.850 -2.916 1.121  0.09
71 H -2.862 -2.394 2.545  0.10
72 H -0.845 -3.674 3.122  0.12
73 H 0.130 -2.447 2.369  0.11
74 H -0.602 -0.723 3.944  0.11
75 H 0.032 -2.123 4.798  0.12
76 H -1.804 -2.022 5.821  0.09
77 H -4.091 -3.328 0.358  0.10
78 H -4.624 -1.419 3.425  0.11
79 H -4.908 0.801 2.622  0.11
80 H -7.226 -2.236 0.290  0.17
81 H -1.553 2.104 -2.766  0.04
82 H -0.215 1.194 -3.615  0.06
83 H -1.820 1.279 -4.266  0.04
84 C 4.317 4.234 3.262  -0.22
85 C 5.070 3.277 4.196  -0.20
86 C 4.184 2.043 4.400  -0.23
87 S 3.184 1.897 2.920  0.65
88 O 1.799 2.110 3.270  -0.34
89 O 3.599 0.739 2.164  -0.34
90 C 3.798 3.373 2.115  -0.23
91 H 4.959 5.036 2.898  0.12
92 H 3.479 4.689 3.795  0.12
93 H 6.013 2.983 3.730  0.12
94 H 5.309 3.747 5.150  0.11
95 H 4.771 1.137 4.524  0.11
96 H 3.517 2.166 5.242  0.06
97 H 2.997 3.842 1.547  0.11
98 H 4.606 3.073 1.448  0.11
99 C 1.694 4.008 8.393  -0.22
100 C 1.446 3.078 9.587  -0.21
101 C 2.410 1.891 9.453  -0.22
102 S 3.839 2.506 8.556  0.68
103 O 3.906 1.834 7.279  -0.33
104 O 4.974 2.563 9.437  -0.31
105 C 3.209 4.161 8.293  -0.23
106 H 1.205 4.972 8.522  0.12
107 H 1.304 3.551 7.480  0.12
108 H 1.650 3.614 10.516  0.12
109 H 0.412 2.739 9.626  0.11
110 H 2.734 1.516 10.420  0.10
111 H 1.973 1.083 8.869  0.10
112 H 3.545 4.531 7.327  0.10
113 H 3.598 4.791 9.092  0.11
114 C 0.362 -3.784 -7.871  -0.22
115 C -0.134 -2.995 -6.652  -0.21
116 C 0.985 -3.021 -5.605  -0.22
117 S 2.524 -3.179 -6.515  0.66
118 O 3.123 -4.452 -6.200  -0.32
119 O 3.271 -1.949 -6.420  -0.33
120 C 1.779 -3.288 -8.139  -0.24
121 H -0.283 -3.637 -8.737  0.11
122 H 0.378 -4.851 -7.639  0.12
123 H -0.340 -1.964 -6.944  0.12
124 H -1.056 -3.410 -6.248  0.12
125 H 1.011 -2.107 -5.016  0.09
126 H 0.898 -3.883 -4.945  0.11
127 H 2.364 -3.959 -8.764  0.11
128 H 1.772 -2.286 -8.567  0.11
129 C -5.169 3.820 -4.912  -0.21
130 C -4.962 5.125 -5.693  -0.21
131 C -3.469 5.222 -6.037  -0.22
132 S -2.871 3.532 -6.140  0.68
133 O -1.919 3.313 -5.074  -0.33
134 O -2.554 3.214 -7.507  -0.32
135 C -4.413 2.746 -5.688  -0.22
136 H -6.224 3.570 -4.813  0.12
137 H -4.751 3.919 -3.908  0.12
138 H -5.550 5.097 -6.612  0.12
139 H -5.289 5.993 -5.122  0.11
140 H -3.299 5.716 -6.990  0.10
141 H -2.908 5.728 -5.253  0.10
142 H -4.212 1.850 -5.103  0.10
143 H -4.931 2.484 -6.610  0.11

Values from the calculation:
spin multiplicity	1
E	-5706.15139	Eh
HOMO	-8.703	eV
total charge	0
HOMO-LUMO gap	8.57	eV
E_LUMO	-0.13	eV